{"formula": "C40H71N9O2S", "method": "ωB97M-V/def2-TZVPD", "multiplicity": 1, "relative_energy_kj_mol": 0.0, "homo_ha": -0.393, "elements": ["C", "C", "C", "S", "O", "O", "C", "H", "H", "H", "H", "H", "H", "H", "H", "C", "C", "C", "C", "N", "H", "H", "H", "H", "H", "H", "H", "C", "C", "C", "C", "N", "H", "H", "H", "H", "H", "H", "H", "C", "C", "C", "C", "N", "H", "H", "H", "H", "H", "H", "H", "C", "C", "C", "C", "N", "H", "H", "H", "H", "H", "H", "H", "C", "C", "C", "C", "N", "H", "H", "H", "H", "H", "H", "H", "C", "C", "C", "C", "N", "H", "H", "H", "H", "H", "H", "H", "C", "C", "C", "C", "N", "H", "H", "H", "H", "H", "H", "H", "C", "C", "C", "C", "N", "H", "H", "H", "H", "H", "H", "H", "C", "C", "C", "C", "N", "H", "H", "H", "H", "H", "H", "H"], "coordinates": [[4.1547, -4.0314, -1.3916], [5.1144, -2.8047, -1.5790], [4.1604, -1.5662, -1.3582], [2.6540, -1.9827, -2.2297], [2.8066, -1.4960, -3.5748], [1.4547, -1.6265, -1.5354], [2.9252, -3.7861, -2.2453], [3.8972, -4.1701, -0.3326], [4.6516, -4.9868, -1.6739], [5.6619, -2.7735, -2.5428], [5.9158, -2.8171, -0.8094], [4.5119, -0.5982, -1.7265], [3.8254, -1.5717, -0.3239], [3.0488, -4.1625, -3.2486], [1.9826, -4.2289, -1.9254], [-5.0307, 0.2363, 4.4061], [-4.9903, -0.9921, 3.4942], [-3.6824, -0.9383, 2.6313], [-3.7622, 0.1742, 1.6647], [-3.8479, 0.9044, 0.7923], [-4.1883, 0.1744, 5.1162], [-6.0284, 0.2280, 4.9521], [-4.9455, 1.0870, 3.7968], [-5.8243, -1.0094, 2.7969], [-5.0942, -1.9181, 4.1164], [-3.4248, -1.8821, 2.1408], [-2.7686, -0.7467, 3.2425], [-2.0024, 1.9836, -4.9101], [-3.1135, 1.8301, -5.9174], [-3.4960, 3.1477, -6.5838], [-4.6009, 3.0371, -7.5484], [-5.3510, 2.8654, -8.3958], [-1.0827, 2.4480, -5.2996], [-1.6245, 0.9445, -4.6714], [-2.2794, 2.4259, -3.9640], [-3.9415, 1.3694, -5.4040], [-2.8241, 1.1514, -6.7781], [-2.6117, 3.5137, -7.1111], [-3.8299, 3.9369, -5.8792], [-3.3102, 3.5625, 3.3155], [-2.9352, 4.8762, 2.5814], [-2.3400, 4.5164, 1.1566], [-1.1072, 3.6953, 1.2270], [-0.1606, 3.1371, 1.4904], [-4.1818, 3.0728, 2.8472], [-3.5771, 3.8153, 4.3549], [-2.4356, 2.9150, 3.3919], [-2.3175, 5.5793, 3.0927], [-3.7906, 5.5921, 2.4785], [-2.1143, 5.4414, 0.6066], [-3.0630, 3.9239, 0.5443], [-0.4748, -2.7857, -6.3298], [-0.3726, -2.0806, -5.0223], [-1.1321, -2.7996, -3.8851], [-0.3709, -4.0368, -3.5620], [0.2406, -4.9668, -3.3568], [0.2388, -2.3543, -7.0179], [-1.4782, -2.7368, -6.7881], [-0.2713, -3.8345, -6.1262], [-0.7079, -1.0778, -5.0660], [0.6744, -2.0559, -4.7136], [-2.1568, -3.0852, -4.1669], [-1.1535, -2.1444, -3.0240], [0.6148, 4.7130, 4.3926], [1.4043, 3.6838, 5.1591], [1.5389, 2.3563, 4.4199], [0.3320, 1.4907, 4.4751], [-0.5288, 0.7021, 4.5229], [-0.3862, 4.2171, 4.1316], [1.0694, 5.0471, 3.4804], [0.3905, 5.5905, 4.9897], [0.7916, 3.4061, 6.0197], [2.3611, 4.0259, 5.5592], [2.3591, 1.7395, 4.8455], [1.7791, 2.5105, 3.3601], [3.2522, 2.2501, -1.5961], [2.3851, 2.1412, -2.8997], [2.8791, 3.0545, -4.0167], [2.7330, 4.5406, -3.7812], [2.5194, 5.6385, -3.5049], [3.1536, 3.3045, -1.3119], [4.2363, 1.9056, -1.9028], [2.8209, 1.5396, -0.9157], [1.3183, 2.3219, -2.6802], [2.3725, 1.1555, -3.3064], [2.3261, 2.8421, -4.9174], [3.9312, 2.8549, -4.1416], [0.2721, -3.4525, 1.6621], [0.3245, -4.9351, 1.4359], [-0.1761, -5.4000, 0.0146], [-1.3499, -4.6742, -0.3872], [-2.2110, -4.0265, -0.8299], [0.7507, -3.2385, 2.6090], [-0.7446, -3.1029, 1.6730], [0.8106, -2.9451, 0.8444], [-0.2771, -5.4124, 2.2015], [1.3507, -5.3222, 1.5676], [-0.3173, -6.4997, -0.0556], [0.5902, -5.1259, -0.7152], [0.9067, -2.1838, 5.2037], [2.2991, -1.7048, 4.8034], [3.3997, -2.4104, 5.6188], [3.1858, -2.0540, 7.0105], [3.0458, -1.5759, 8.0594], [0.8412, -3.2995, 5.0913], [0.1208, -1.8252, 4.5306], [0.6276, -1.9296, 6.2128], [2.4232, -0.6306, 4.9806], [2.4883, -1.7824, 3.7212], [4.4081, -2.1236, 5.3039], [3.3205, -3.4554, 5.4647], [-1.0446, 1.2524, -1.4332], [0.2839, 1.1134, -0.7152], [0.1723, 0.2143, 0.4962], [1.4586, -0.0754, 1.0797], [2.5169, -0.3831, 1.4324], [-1.4716, 0.3533, -1.8203], [-0.8771, 1.8139, -2.3388], [-1.8332, 1.6407, -0.8199], [0.5215, 2.1583, -0.4688], [1.0551, 0.7104, -1.4066], [-0.1163, -0.7799, 0.1412], [-0.5313, 0.5228, 1.2326]], "atomic_forces_ev_per_a": [[1.0, -0.5, -0.2], [-0.3, 0.4, 0.7], [0.3, -1.1, 0.0], [1.4, -0.9, -1.2], [-0.1, 0.3, -0.7], [-0.5, -0.1, 0.7], [-0.6, 0.1, 0.5], [0.0, 0.4, -0.2], [-0.3, 0.7, 0.0], [-0.8, -0.1, 0.3], [-0.6, 0.1, -0.3], [-0.1, -0.2, 0.3], [0.4, 0.5, 0.3], [0.2, 0.4, -0.5], [0.3, 0.0, 0.3], [-1.2, -1.9, 1.2], [0.7, -0.4, 0.2], [0.5, 0.1, 1.1], [0.1, -1.7, 0.4], [0.0, 1.1, -0.5], [-0.5, 0.2, -0.2], [1.3, 0.3, -0.5], [0.1, 1.4, -0.5], [-0.2, 0.1, 0.0], [0.5, 0.6, -0.7], [-0.5, 0.2, -0.4], [-0.7, 0.1, 0.0], [1.7, -1.9, -0.1], [0.2, -0.3, -1.2], [-0.7, 0.9, 0.4], [0.9, -0.4, -0.1], [-0.5, 0.1, -0.1], [-0.5, 0.3, 0.0], [-0.5, 0.9, 0.0], [-0.3, 0.3, 0.0], [-0.6, -0.1, -0.1], [-0.2, 0.5, 1.1], [-0.2, 0.2, 0.0], [0.5, -0.5, 0.0], [-0.1, 1.4, 0.7], [-1.0, -0.6, -1.4], [-0.6, 0.1, -0.1], [-2.6, 2.0, 0.4], [2.1, -1.3, 0.4], [0.6, 0.1, 0.1], [-0.1, -0.2, -0.3], [-0.2, -0.2, -0.2], [1.4, -0.3, 0.7], [0.0, -1.1, -0.5], [0.0, -0.3, 0.0], [0.3, 0.5, 0.6], [-0.7, -0.3, -0.4], [0.2, -0.7, 1.0], [0.5, -0.5, -0.5], [-1.9, 2.4, -0.3], [1.2, -1.9, 0.4], [0.2, -0.2, -0.4], [0.3, 0.1, 0.2], [0.3, -0.2, -0.5], [-0.4, 1.1, -0.1], [0.0, 0.2, 0.0], [0.3, 0.1, 0.1], [-0.1, -0.2, 0.4], [-1.8, -0.7, -0.1], [-0.6, -0.6, 0.8], [0.6, -0.7, -0.4], [-1.0, -1.3, 0.0], [1.5, 1.8, -0.2], [1.3, 0.9, 0.2], [0.3, 0.0, -0.5], [0.0, 0.1, 0.2], [0.2, 0.4, 0.4], [0.0, 0.0, -0.4], [-0.4, 0.4, -0.2], [-0.1, -0.1, 0.1], [-1.3, -0.1, -2.4], [-0.5, 1.0, 0.9], [-0.2, 1.2, 0.4], [-0.3, -0.9, 0.6], [0.2, -0.4, -0.3], [0.6, -0.4, 0.5], [0.4, 0.4, 0.5], [0.2, 0.1, 0.8], [0.5, 0.4, -0.1], [0.4, -1.0, -0.2], [0.1, -0.1, -0.5], [0.4, 0.0, -0.5], [0.8, 0.1, -0.7], [0.0, -1.2, -0.5], [1.1, -0.2, 1.1], [-2.0, 1.3, -1.4], [1.3, -1.0, 1.0], [0.1, 0.3, 0.1], [-0.5, 0.3, 0.1], [-0.1, 0.1, 0.4], [-0.2, -0.3, 0.1], [-0.4, 0.2, -0.1], [0.0, 0.7, 0.1], [-0.1, -0.2, 0.0], [-0.2, -1.2, -1.1], [0.2, 0.6, -0.3], [-0.3, 0.8, -0.5], [0.3, 1.0, 1.8], [0.1, -0.9, -1.3], [0.2, 0.7, 0.3], [0.3, 0.3, 0.2], [0.0, 0.1, 0.4], [-0.3, -0.1, 0.1], [-0.1, -0.4, 0.3], [-0.2, 0.2, 0.1], [-0.1, -1.2, 0.1], [0.3, -0.4, -0.5], [-0.2, 0.5, -0.7], [0.4, -0.9, -0.7], [1.5, -0.2, 0.6], [-0.8, 0.3, -0.1], [0.0, -1.2, -0.1], [-0.2, 0.8, -0.1], [-0.3, 0.7, 0.4], [0.5, -0.6, 0.3], [-0.7, 0.2, 0.6], [-0.4, 0.0, -0.1], [-0.5, 0.5, 0.6]]}